Version w
{
  "formula": "C4H8NOS",
  "method": "ωB97M-V/def2-TZVPD",
  "symbols": ["O", "C", "N", "C", "C", "S", "C", "H", "H", "H", "H", "H", "H", "H", "H"],
  "xyz": [[-1.603, -1.689, -1.661], [-0.632, -1.195, -1.032], [-0.778, 0.118, -0.523], [0.289, 0.756, 0.387], [-0.340, 1.748, 1.368], [1.019, 2.463, 2.388], [0.730, -1.786, -1.034], [-1.546, 0.502, -0.938], [1.126, 1.091, -0.277], [0.772, 0.010, 1.156], [-0.885, 1.136, 2.103], [-1.036, 2.537, 0.996], [1.403, -0.920, -1.184], [0.740, -2.179, -0.053], [0.743, -2.591, -1.697]],
  "lumo_energy_ha": [0.0281, -0.0855],
  "homo_ha": [-0.354, -0.345],
  "s2": 0.7528,
  "multiplicity": 2,
  "total_charge": 0
}

Version x
{
  "formula": "C4H8NOS",
  "method": "ωB97M-V/def2-TZVPD",
  "symbols": ["O", "C", "N", "C", "C", "S", "C", "H", "H", "H", "H", "H", "H", "H", "H"],
  "xyz": [[-2.900, -0.296, 1.231], [-2.023, 0.048, 0.476], [-0.921, -0.709, 0.225], [0.437, -0.458, -0.296], [1.315, -0.173, 0.931], [3.066, -0.105, 0.512], [0.362, 0.697, -1.253], [-2.074, 0.977, -0.110], [-1.037, -1.661, 0.540], [0.699, -1.407, -0.754], [1.127, -0.969, 1.664], [1.095, 0.828, 1.302], [-0.475, 0.687, -1.966], [0.058, 1.602, -0.704], [1.271, 0.940, -1.799]],
  "lumo_energy_ha": [0.0315, -0.0832],
  "homo_ha": [-0.349, -0.338],
  "s2": 0.7527,
  "multiplicity": 2,
  "total_charge": 0
}

Top of the stability list: version x, leading by 0.0233 hartree.

Version w
{
  "formula": "C16H26N2O",
  "method": "ωB97M-V/def2-TZVPD",
  "symbols": ["C", "C", "N", "C", "C", "C", "C", "C", "N", "C", "O", "C", "C", "C", "C", "C", "C", "C", "C", "H", "H", "H", "H", "H", "H", "H", "H", "H", "H", "H", "H", "H", "H", "H", "H", "H", "H", "H", "H", "H", "H", "H", "H", "H", "H"],
  "xyz": [[4.813, 1.339, 1.238], [4.484, 0.686, -0.101], [3.106, 0.222, -0.139], [2.929, -0.958, -0.971], [3.318, -2.225, -0.216], [2.166, 1.285, -0.454], [0.794, 1.011, 0.161], [-0.137, 2.214, 0.014], [-1.474, 1.908, 0.468], [-2.491, 1.680, -0.394], [-2.410, 1.901, -1.584], [-3.771, 1.170, 0.256], [-3.545, -0.053, 1.158], [-2.501, -0.993, 0.615], [-2.516, -1.388, -0.718], [-1.540, -2.235, -1.211], [-0.541, -2.711, -0.379], [-0.524, -2.334, 0.952], [-1.495, -1.478, 1.441], [5.866, 1.605, 1.273], [4.226, 2.240, 1.395], [4.596, 0.644, 2.045], [5.138, -0.177, -0.231], [4.697, 1.391, -0.924], [3.511, -0.885, -1.906], [1.875, -1.031, -1.243], [4.373, -2.224, 0.044], [2.739, -2.292, 0.700], [3.117, -3.101, -0.829], [2.551, 2.215, -0.031], [2.061, 1.433, -1.543], [0.931, 0.768, 1.216], [0.327, 0.151, -0.321], [-0.226, 2.495, -1.038], [0.250, 3.068, 0.579], [-1.569, 1.615, 1.426], [-4.459, 0.929, -0.555], [-4.215, 1.982, 0.837], [-4.494, -0.589, 1.259], [-3.253, 0.265, 2.162], [-3.288, -1.025, -1.378], [-1.561, -2.525, -2.252], [0.221, -3.371, -0.766], [0.250, -2.701, 1.610], [-1.471, -1.185, 2.483]],
  "smiles": "CCN(CC)CCCNC(=O)CCc1ccccc1",
  "lumo_energy_ha": 0.0302,
  "homo_ha": -0.307,
  "total_charge": 0
}

Version x
{
  "formula": "C16H26N2O",
  "method": "ωB97M-V/def2-TZVPD",
  "symbols": ["C", "C", "C", "C", "C", "C", "N", "C", "C", "C", "C", "C", "C", "C", "O", "C", "C", "C", "N", "H", "H", "H", "H", "H", "H", "H", "H", "H", "H", "H", "H", "H", "H", "H", "H", "H", "H", "H", "H", "H", "H", "H", "H", "H", "H"],
  "xyz": [[0.367, -1.105, 2.046], [1.372, -1.708, 1.073], [1.723, -0.748, -0.079], [0.498, -0.325, -0.757], [-0.450, 0.072, -1.377], [-1.699, 0.514, -1.986], [-2.816, 0.593, -1.060], [-3.199, -0.703, -0.531], [-4.502, -0.582, 0.252], [-4.334, 0.420, 1.389], [-3.871, 1.751, 0.809], [-2.589, 1.550, 0.008], [2.619, -1.444, -1.131], [3.952, -1.923, -0.565], [2.386, 0.355, 0.549], [2.566, 1.537, -0.180], [3.991, 1.696, -0.757], [4.982, 1.599, 0.283], [5.769, 1.514, 1.108], [-0.579, -0.903, 1.547], [0.755, -0.172, 2.446], [0.185, -1.791, 2.870], [2.294, -1.930, 1.609], [0.976, -2.633, 0.648], [-1.551, 1.508, -2.423], [-1.970, -0.178, -2.791], [-3.335, -1.389, -1.373], [-2.414, -1.123, 0.124], [-5.287, -0.236, -0.422], [-4.785, -1.562, 0.640], [-5.276, 0.546, 1.927], [-3.588, 0.050, 2.097], [-3.693, 2.477, 1.603], [-4.643, 2.145, 0.146], [-2.282, 2.498, -0.444], [-1.780, 1.219, 0.684], [2.791, -0.742, -1.952], [2.061, -2.286, -1.546], [3.816, -2.810, 0.049], [4.408, -1.150, 0.049], [4.634, -2.175, -1.375], [2.384, 2.359, 0.523], [1.838, 1.611, -0.999], [4.073, 2.677, -1.233], [4.199, 0.925, -1.501]],
  "smiles": "CCC(C#CCN1CCCCC1)(CC)OCCC#N",
  "lumo_energy_ha": 0.0248,
  "homo_ha": -0.327,
  "total_charge": 0
}

Top of the stability list: version w, leading by 0.0958 hartree.

Version w
{
  "formula": "H4S2",
  "method": "ωB97M-V/def2-TZVPD",
  "symbols": ["S", "H", "H", "S", "H", "H"],
  "xyz": [[-1.843, 0.262, -0.847], [-1.144, 0.446, -1.983], [-1.628, -1.067, -0.870], [1.474, 0.335, 0.653], [2.217, 0.711, 1.710], [0.924, -0.686, 1.337]],
  "smiles": "S.S",
  "lumo_energy_ha": 0.0307,
  "homo_ha": -0.345,
  "total_charge": 0
}

Version x
{
  "formula": "H4S2",
  "method": "ωB97M-V/def2-TZVPD",
  "symbols": ["S", "H", "H", "S", "H", "H"],
  "xyz": [[4.565, 3.454, 13.721], [3.550, 3.370, 12.841], [4.958, 2.192, 13.468], [5.750, 2.862, 9.569], [4.828, 3.825, 9.753], [6.533, 3.352, 10.548]],
  "smiles": "S.S",
  "lumo_energy_ha": 0.0287,
  "homo_ha": -0.356,
  "total_charge": 0
}

Top of the stability list: version x, leading by 0.0021 hartree.

Version w
{
  "formula": "C4H4S2",
  "method": "ωB97M-V/def2-TZVPD",
  "symbols": ["C", "C", "C", "C", "S", "S", "H", "H", "H", "H"],
  "xyz": [[-1.116, 1.797, 1.180], [-0.675, 1.144, 0.297], [-0.487, 0.185, -1.520], [1.013, -1.295, 0.294], [-1.282, 0.854, -2.774], [0.391, -1.238, -1.431], [-1.113, 2.571, 2.036], [1.103, -0.306, 0.730], [1.898, -1.798, 0.392], [0.268, -1.913, 0.797]],
  "lumo_energy_ha": -0.0206,
  "homo_ha": -0.339,
  "total_charge": 0
}

Version x
{
  "formula": "C4H4S2",
  "method": "ωB97M-V/def2-TZVPD",
  "symbols": ["C", "C", "C", "C", "S", "S", "H", "H", "H", "H"],
  "xyz": [[0.749, -1.106, 0.140], [0.112, 0.027, -0.011], [-1.252, 0.278, -0.149], [-2.180, 1.271, -0.029], [-3.765, 0.525, 0.024], [-2.772, -1.254, -0.086], [1.730, -1.271, 0.417], [-0.101, -1.775, 0.327], [0.463, 1.057, -0.071], [-1.942, 2.286, -0.127]],
  "smiles": "C=Cc1css1",
  "lumo_energy_ha": 0.0023,
  "homo_ha": -0.301,
  "total_charge": 0
}

Version y
{
  "formula": "C4H4S2",
  "method": "ωB97M-V/def2-TZVPD",
  "symbols": ["C", "C", "C", "S", "C", "S", "H", "H", "H", "H"],
  "xyz": [[1.312, 1.340, 0.019], [0.127, 0.684, -0.014], [-0.021, -0.766, -0.041], [1.209, -1.816, -0.079], [-1.368, -1.316, 0.101], [-2.695, -0.413, -0.078], [1.290, 2.421, -0.049], [2.328, 0.931, -0.002], [-0.753, 1.314, -0.186], [-1.430, -2.380, 0.330]],
  "smiles": "C=CC(=S)C=S",
  "lumo_energy_ha": -0.0732,
  "homo_ha": -0.332,
  "total_charge": 0
}

Top of the stability list: version y, leading by 0.0426 hartree.